{
  "formula": "C3H8N2O2S",
  "method": "the ωB97M-V functional and the def2-TZVPD basis",
  "elements": ["H", "O", "H", "H", "N", "H", "C", "O", "H", "H", "S", "N", "C", "C", "H", "H"],
  "positions_angstrom": [[-0.875, 2.459, -0.347], [-2.001, -0.800, 0.317], [0.976, -2.188, 0.922], [0.875, 2.797, -0.872], [-0.622, -1.313, -0.040], [2.686, 0.838, 0.942], [-0.108, 2.475, -1.165], [2.160, 0.765, 0.117], [-0.705, -3.263, 0.935], [-2.517, -1.451, -0.313], [-0.073, 0.694, -1.762], [1.165, -0.087, 0.488], [0.298, -0.286, -0.367], [-0.191, -2.168, 1.108], [-0.650, 3.097, -2.003], [-0.419, -1.568, 2.041]],
  "forces_ev_per_angstrom": [[1.07, 0.24, -0.38], [0.60, -2.51, -2.80], [-2.51, -0.67, 0.92], [0.12, 0.33, 0.00], [-1.16, -0.70, 0.70], [-0.33, -0.05, -0.83], [-2.59, -0.60, -0.63], [1.03, 0.96, 0.59], [1.25, 2.92, 0.97], [1.16, 2.18, 1.91], [-0.12, 0.72, -1.10], [2.08, 0.01, 1.80], [-3.26, 0.62, -0.18], [0.89, -0.77, -1.57], [1.56, -1.32, 1.36], [0.23, -1.37, -0.74]],
  "nbo_charge": [0.230, -0.585, 0.233, 0.232, -0.193, 0.481, -0.717, -0.552, 0.209, 0.480, 0.206, -0.187, 0.162, -0.455, 0.240, 0.214],
  "smiles": "CS/C(=N\\O)N(C)O",
  "homo_lumo_gap_ev": 9.442,
  "e_lumo_ev": 0.7,
  "homo_ev": -8.74,
  "energy_ha": -777.11181
}